i) 2 unconnected molecules or ions with the total composition C3H4S3, computed with wB97M-V/def2-TZVPD.

Properties
HOMO level ... -8.2790 eV

```
10
C3H4S3 (wB97M-V/def2-TZVPD)
H 2.31 1.09 0.25
S -0.55 1.43 -0.19
C 1.31 -0.76 0.53
C 1.69 0.30 -0.24
C -1.43 0.12 -0.14
H 1.73 -1.11 1.50
H -3.78 0.63 -0.24
S -3.01 -0.42 0.07
H 1.58 0.59 -1.35
S 0.15 -1.87 -0.18
```

***

ii) A single C3H4S3 molecule, computed with wB97M-V/def2-TZVPD.

Properties
HOMO level ... -8.4670 eV

```
10
C3H4S3 (wB97M-V/def2-TZVPD)
S 0.18 -2.46 0.43
C -0.96 -1.26 -0.07
C 0.41 0.76 -0.07
S 1.97 0.25 0.17
S 0.30 2.46 -0.51
H 1.00 -1.61 0.92
C -0.76 0.04 -0.16
H -1.74 0.48 -0.45
H -1.87 -1.59 -0.31
H 1.47 2.93 0.06
```

***

iii) 2 unconnected molecules or ions with the total composition C3H4S3, computed with wB97M-V/def2-TZVPD.

Properties
HOMO level ... -9.1784 eV

```
10
C3H4S3 (wB97M-V/def2-TZVPD)
C 1.53 0.38 -0.02
H -1.99 1.94 -0.70
S -1.39 -0.67 -0.95
S -1.50 1.86 0.50
H -0.56 -1.74 1.35
H 3.45 -0.47 -0.83
C 2.63 -0.08 -0.24
S -1.15 -0.72 2.01
C -0.90 0.20 0.47
H -0.13 -0.70 -1.58
```

***

iv) A single C3H4S3 molecule, computed with wB97M-V/def2-TZVPD.

Properties
HOMO level ... -8.9967 eV
SMILES ... S=CC(=S)CS

```
10
C3H4S3 (wB97M-V/def2-TZVPD)
H 0.12 -1.15 1.19
S -2.74 -0.81 0.02
H 1.06 0.33 1.63
H 2.46 0.36 -0.55
C -1.43 -0.17 -0.79
S 1.90 -0.85 -0.34
H -1.23 -0.17 -1.87
C -0.40 0.54 0.02
C 0.63 -0.28 0.80
S -0.37 2.20 -0.11
```

***

Which structure is most stable? ii), by 1.8 kcal/mol over the runner-up.

***

i) 2 unconnected molecules or ions with the total composition C3H10N3O, computed with wB97M-V/def2-TZVPD.

Properties
HOMO level ... -14.3527 eV
Net charge ... +1

```
17
C3H10N3O (wB97M-V/def2-TZVPD)
H -0.92 -0.09 -1.03
H -2.00 -1.81 1.92
N 1.42 -0.20 0.33
H -0.05 0.22 -2.56
H 1.95 -1.07 0.34
N -0.06 0.17 -1.53
H -0.03 -0.36 0.82
H -0.32 1.86 1.18
C -1.20 1.22 1.36
H -2.15 1.67 1.73
H -2.53 -1.35 0.37
C -2.23 -0.94 1.33
O 2.26 -0.05 -1.82
N -1.08 -0.04 1.19
H 2.04 0.51 0.70
C 1.27 0.01 -1.11
H -3.08 -0.39 1.71
```

***

ii) 2 unconnected molecules or ions with the total composition C3H10N3O, computed with wB97M-V/def2-TZVPD.

Properties
HOMO level (alpha / beta) ... -14.0237 / -13.3482 eV
Net charge ... +1

```
17
C3H10N3O (wB97M-V/def2-TZVPD)
N -0.15 0.87 -1.86
N -0.53 -0.30 1.14
O -1.39 1.40 -1.84
C -0.15 -0.38 -2.62
H 2.01 0.14 1.65
C 0.39 0.22 0.44
C -0.31 -0.78 2.48
H 2.07 1.09 0.30
N 1.71 0.23 0.72
H 1.00 -0.73 -2.56
H 0.72 -1.07 2.56
H -1.17 2.30 -1.53
H -0.43 -0.21 -3.76
H -1.07 -1.56 2.77
H -0.49 0.02 3.17
H -0.72 -1.21 -2.18
H -1.49 -0.04 1.10
```

***

Which structure is most stable? i), by 108.2 kcal/mol over the runner-up.

***

i) 2 unconnected molecules or ions with the total composition C3H10N3O, computed with wB97M-V/def2-TZVPD.

Properties
HOMO level ... -13.7606 eV
Net charge ... +1

```
17
C3H10N3O (wB97M-V/def2-TZVPD)
O -1.82 0.65 -0.32
H 0.32 1.29 -0.87
H -0.45 -1.59 1.40
H 1.77 -0.48 -1.11
C -1.47 -0.46 0.01
H -1.04 -0.09 1.96
N -0.74 -0.65 1.18
C 1.23 1.26 -0.29
N 1.47 2.27 0.51
H 2.18 2.19 1.23
H 0.70 2.90 0.69
C -1.73 -1.69 -0.83
H 2.90 0.11 0.04
H -2.09 -2.50 -0.20
H -0.83 -2.03 -1.32
H -2.46 -1.46 -1.59
N 2.06 0.27 -0.50
```

***

ii) A gas-phase ion, C3H10N3O (charge +1), computed with wB97M-V/def2-TZVPD.

Properties
HOMO level ... -15.0491 eV
SMILES ... C[C@@H](N)OC(N)=[NH2+]
Net charge ... +1

```
17
C3H10N3O (wB97M-V/def2-TZVPD)
H -0.03 -2.34 0.60
H -1.59 -0.03 1.13
H -0.54 1.46 0.41
N -1.41 0.33 0.24
N 2.58 1.03 0.19
H -0.63 -0.19 -1.56
C 1.27 0.93 0.21
C -0.57 -2.02 -0.33
H -0.24 -2.60 -1.23
H -2.28 0.44 -0.21
N 0.44 1.92 0.45
C -0.49 -0.48 -0.52
H 3.13 0.38 -0.35
H 0.74 2.78 0.63
H 2.96 1.99 0.23
H -1.57 -2.33 0.10
O 0.86 -0.29 -0.03
```

***

iii) 2 unconnected molecules or ions with the total composition C3H10N3O, computed with wB97M-V/def2-TZVPD.

Properties
HOMO level ... -14.3055 eV
Net charge ... +1

```
17
C3H10N3O (wB97M-V/def2-TZVPD)
H -2.01 -1.66 0.39
N 1.79 0.48 0.76
H -0.26 -2.13 0.75
H -1.17 1.67 -1.09
H -0.88 -1.94 -0.75
N -0.70 -0.12 0.09
C -1.06 -1.52 0.16
H -0.26 1.57 0.86
C -1.42 0.68 -0.95
H -2.56 0.62 -0.90
H 3.24 0.45 -0.57
H -1.13 0.23 -1.84
H -0.02 0.18 2.09
O 2.53 1.15 1.43
N 2.33 0.10 -0.36
C -0.18 0.59 1.04
H 1.77 -0.33 -1.10
```

***

Which structure is most stable? i), by 22.4 kcal/mol over the runner-up.

***

i) 2 unconnected molecules or ions with the total composition C4H8N2O2, computed with wB97M-V/def2-TZVPD.

Properties
HOMO level ... -8.3706 eV
SMILES ... Cn1[nH]ccc1=O.O

```
16
C4H8N2O2 (wB97M-V/def2-TZVPD)
H 1.36 0.14 1.86
H 1.76 1.28 -2.23
H -2.96 -0.56 -1.02
O 1.08 0.94 -1.64
C -1.83 1.15 -0.20
N -0.30 -0.17 0.75
N -1.27 -0.97 0.19
C -0.60 1.16 0.57
O 0.11 2.07 0.98
H 1.41 -1.36 0.90
H -2.36 2.03 -0.50
H -0.98 -1.87 -0.18
C -2.14 -0.14 -0.45
H 0.41 -1.28 2.38
C 0.78 -0.71 1.51
H 1.00 1.58 -0.92
```

***

ii) 2 unconnected molecules or ions with the total composition C4H8N2O2, computed with wB97M-V/def2-TZVPD.

Properties
HOMO level (alpha / beta) ... -7.7845 / -7.7829 eV

```
16
C4H8N2O2 (wB97M-V/def2-TZVPD)
C -1.04 1.17 1.05
H 0.51 -0.42 -2.59
H -1.33 1.40 2.07
N 0.89 -0.22 1.83
O 1.60 -0.98 -0.15
H -1.07 1.97 0.33
H -1.83 0.52 0.65
H 1.20 0.94 -1.93
H -0.56 0.93 -1.96
C 1.68 -1.06 1.23
C 0.38 0.36 -1.73
H 2.50 -1.51 1.75
C 0.46 -0.24 -0.39
N 0.20 0.37 0.79
O -1.75 -1.15 -0.36
H -1.82 -2.10 -0.58
```

***

Which structure is most stable? i), by 74.4 kcal/mol over the runner-up.

***

i) 2 unconnected molecules or ions with the total composition C5H11O3, computed with wB97M-V/def2-TZVPD.

Properties
HOMO level ... -2.9029 eV
Net charge ... -1

```
19
C5H11O3 (wB97M-V/def2-TZVPD)
H -0.28 0.26 2.06
C -0.32 0.51 1.00
H -1.09 2.49 1.03
H 0.63 2.51 1.27
H -0.77 0.12 -2.66
H -1.34 0.22 0.76
H 1.37 -1.80 -2.56
O 1.70 -1.49 -1.71
H -0.97 -1.14 -1.32
C -0.39 -0.33 -1.74
O 1.68 0.80 -1.57
C 0.59 -0.44 0.26
C -0.17 1.99 0.72
H -2.04 -2.24 2.81
H 0.30 -1.48 0.35
O -1.52 -1.62 2.29
H 1.58 -0.36 0.72
H 0.02 2.24 -0.32
C 0.99 -0.24 -1.39
```

***

ii) 2 unconnected molecules or ions with the total composition C5H11O3, computed with wB97M-V/def2-TZVPD.

Properties
HOMO level ... -2.4632 eV
Net charge ... -1

```
19
C5H11O3 (wB97M-V/def2-TZVPD)
O -0.67 -1.58 -1.07
H 0.47 1.84 -0.68
H -1.10 -1.75 1.39
C -1.17 0.84 0.32
C -0.41 0.19 1.43
C 0.39 -1.66 -0.20
O 2.55 0.88 -1.77
C -0.18 -1.24 1.20
H 2.43 1.88 -1.52
H -1.19 0.21 2.31
H -2.28 0.69 0.46
O -1.29 2.31 -1.51
H -1.37 -0.78 -0.84
H 0.56 -1.55 2.01
C -0.66 1.70 -0.69
H 1.65 0.75 -1.96
H 0.44 0.83 1.73
H 1.14 -0.92 -0.57
H 0.72 -2.65 -0.03
```

***

iii) 2 unconnected molecules or ions with the total composition C5H11O3, computed with wB97M-V/def2-TZVPD.

Properties
HOMO level ... -4.4608 eV
Net charge ... -1

```
19
C5H11O3 (wB97M-V/def2-TZVPD)
H 3.51 0.33 -2.88
H -1.63 -0.15 -0.67
C 2.88 0.77 -2.08
H 3.22 1.61 -1.58
H -0.97 1.28 -0.05
H 3.00 -1.16 -0.88
H -3.69 0.72 -0.16
O 1.14 -0.83 -1.63
C -1.65 0.46 0.20
H -3.00 2.25 0.70
C -0.80 -0.36 1.35
H -3.31 0.71 1.60
O 0.16 -1.02 0.87
O -1.28 -0.26 2.46
H 2.05 1.06 -2.83
C -3.06 1.18 0.60
H 2.01 0.17 -0.12
C 2.32 -0.23 -1.07
H 0.53 -0.91 -0.73
```

***

Which structure is most stable? iii), by 42.5 kcal/mol over the runner-up.

***

i) 2 unconnected molecules or ions with the total composition C5H11O3, computed with wB97M-V/def2-TZVPD.

Properties
HOMO level ... -4.4140 eV
Net charge ... -1

```
19
C5H11O3 (wB97M-V/def2-TZVPD)
H -1.11 2.06 0.63
H -0.24 -0.33 1.25
O 0.51 0.09 1.79
H 0.37 -2.52 0.05
H 1.17 -2.10 -1.49
C -0.30 2.33 1.31
H 1.61 1.70 2.04
H -0.70 2.25 2.33
O -1.39 -1.07 -2.25
C -0.80 -1.25 -1.17
H 0.01 3.34 1.01
H 2.59 1.23 -0.19
C 1.50 1.24 -0.10
O -1.16 -0.75 -0.07
C 0.90 1.34 1.30
H 1.15 2.03 -0.79
H -0.11 -3.38 -1.44
C 0.23 -2.44 -1.03
H 1.21 0.37 -0.67
```

***

ii) 2 unconnected molecules or ions with the total composition C5H11O3, computed with wB97M-V/def2-TZVPD.

Properties
HOMO level ... -4.4912 eV
Net charge ... -1

```
19
C5H11O3 (wB97M-V/def2-TZVPD)
H 1.14 0.28 -0.16
H 0.21 3.23 0.14
C -1.15 0.81 0.10
H -0.04 -3.97 -0.55
H 0.32 3.33 1.93
H 0.68 -3.56 -2.13
H -0.76 -2.68 -1.56
C 0.16 -3.16 -1.25
H -1.25 3.20 1.14
C -0.21 2.89 1.08
H -2.19 1.08 0.31
O 1.98 -2.53 0.17
H -1.02 1.18 -0.92
C -0.08 1.36 1.01
O 1.20 1.06 0.47
H -0.10 0.90 2.01
C 1.16 -2.14 -0.67
H -1.14 -0.28 0.06
O 1.07 -0.99 -1.18
```

***

Which structure is most stable? ii), by 5.8 kcal/mol over the runner-up.

***

i) 15 unconnected molecules or ions with the total composition C3H32N2O14, computed with wB97M-V/def2-TZVPD.

Properties
HOMO level ... -9.4990 eV

```
51
C3H32N2O14 (wB97M-V/def2-TZVPD)
H 3.21 2.93 0.82
C 0.05 2.88 1.04
O 1.11 0.97 -2.34
H -1.93 0.44 2.05
O -2.48 -2.79 -1.16
O -0.22 -1.82 -2.95
O -3.09 -0.77 -2.72
H 0.70 1.07 -3.21
H -1.57 2.44 -1.25
O 0.22 -0.29 0.37
H -0.96 2.63 1.38
H -0.64 1.20 2.89
O -0.46 0.28 3.08
H -0.03 -0.09 2.30
H 1.61 -2.31 -1.76
O -1.56 2.38 -2.25
O 2.22 -1.80 -1.23
H 2.30 0.14 3.22
O 2.46 -0.77 3.46
H -1.18 1.48 -2.18
H -3.80 -0.41 0.82
H -2.94 1.74 1.98
H -1.98 -3.26 -0.49
H -3.38 -0.38 -0.48
N 0.21 3.68 -0.14
H -3.07 -2.18 -0.64
H -0.38 4.49 -0.34
H 1.74 -1.35 3.18
O 0.15 -3.12 3.68
C 2.15 2.97 0.62
H -3.23 -1.78 -2.87
H 4.10 1.46 -1.68
O 0.67 -4.09 1.09
H 0.00 -3.70 1.68
H 0.03 -2.27 4.09
H 0.93 -3.31 0.49
H -3.16 -0.71 -3.70
H 4.58 1.82 -0.36
O 4.81 1.22 -1.07
O -2.36 1.13 1.49
N 1.20 2.38 1.40
H 3.11 -2.19 -1.21
O -3.93 -1.03 0.06
H -1.04 -1.56 -2.51
C 1.60 3.79 -0.34
H 0.68 -3.04 2.88
H 1.89 4.34 -1.19
H 0.57 -1.00 -0.18
H -0.48 -2.38 -3.69
H 0.68 0.49 0.03
H 0.90 0.05 -2.15
```

***

ii) 13 unconnected molecules or ions with the total composition C3H32N2O14, computed with wB97M-V/def2-TZVPD.

Properties
HOMO level ... -9.7074 eV

```
51
C3H32N2O14 (wB97M-V/def2-TZVPD)
H -3.29 -2.44 1.43
H -1.26 2.29 4.07
C -0.89 1.46 3.46
H 0.38 3.80 1.75
H -1.97 0.01 4.29
H 2.70 2.83 -3.54
H -2.11 1.66 -0.86
O 4.01 1.26 -0.07
H 1.38 2.95 -1.66
H 1.60 -1.56 -1.64
H -0.84 -2.24 -2.71
H -3.88 -2.52 -1.56
O 1.42 2.95 -0.70
H 3.29 1.75 -0.51
H -2.20 -2.25 -3.43
O -3.73 -1.82 -2.21
O 1.80 2.49 -3.45
H 0.95 2.16 -0.40
H -1.66 1.12 -3.09
H -0.94 3.79 2.74
O 1.84 -0.28 2.49
H 2.34 -1.06 2.28
N -1.47 2.08 -0.19
H 0.00 1.06 3.97
N -0.54 3.40 1.90
C -0.48 1.91 2.03
H 4.17 -0.75 -0.45
H 1.52 2.04 -4.25
O -2.60 1.27 -2.89
C -1.11 1.27 0.81
O -0.68 -3.59 0.34
H 3.43 -2.09 -0.15
H -1.37 3.07 -0.13
H -3.02 0.54 -3.36
H 0.60 1.72 2.09
H -2.40 -1.24 0.75
O -2.96 -2.03 0.63
O 3.49 -1.36 -0.77
O -1.78 0.35 3.42
O -1.24 0.05 0.77
O -1.25 -2.16 -3.59
O 0.85 -2.01 -1.22
H 0.82 -2.96 -1.33
O 2.60 -3.93 1.41
H 1.81 -3.39 1.41
H 4.65 1.92 0.21
H 0.88 -0.33 2.55
H -0.31 -2.69 0.32
H -1.60 -3.31 0.22
H -3.66 -1.03 -1.67
H 2.70 -4.18 0.48
```

***

Which structure is most stable? ii), by 38.9 kcal/mol over the runner-up.

***

i) A molecular structure, C7H13N, computed with wB97M-V/def2-TZVPD.

Properties
HOMO level ... -7.0865 eV

```
21
C7H13N (wB97M-V/def2-TZVPD)
H -0.44 -2.10 -0.99
H 1.63 0.89 2.46
N 2.70 0.75 -0.01
H 3.58 0.37 -0.38
C -2.43 -1.66 -1.84
C -1.08 -1.28 -1.32
C 0.15 1.50 0.93
H -1.61 0.65 -0.88
H -2.42 -1.98 -2.89
H 1.59 -0.97 -0.93
C 0.56 1.05 2.34
C -0.79 -0.06 -0.87
C 0.31 0.38 -0.05
H 2.34 -0.39 0.66
H 0.83 2.30 0.62
H -2.89 -2.42 -1.22
H -3.00 -0.74 -1.93
H -0.04 0.19 2.60
C 1.57 -0.14 -0.22
H -0.89 1.82 0.89
H 0.32 1.83 3.03
```

***

ii) A single C7H13N molecule, computed with wB97M-V/def2-TZVPD.

Properties
HOMO level ... -7.6285 eV
SMILES ... C=CCN/C=C/CC

```
21
C7H13N (wB97M-V/def2-TZVPD)
H -2.57 0.32 2.08
H -2.75 3.10 2.65
H 3.40 -2.21 -3.59
C -1.91 2.42 2.52
H 0.83 0.51 -1.16
C -0.59 -0.25 0.28
H 1.64 -0.55 -2.85
H -1.15 -1.15 0.53
H -1.59 2.16 3.57
H -0.13 1.81 0.70
H 0.22 -2.29 -1.25
C -0.82 0.93 0.87
C 1.10 -1.64 -1.01
C 1.96 -1.38 -2.31
H -1.16 3.15 2.20
N 0.57 -0.34 -0.56
C -2.12 1.23 1.55
H 3.21 -3.06 -2.05
C 2.90 -2.22 -2.64
H 1.88 -2.12 -0.33
H -2.92 1.60 0.79
```

***

iii) A single C7H13N molecule, computed with wB97M-V/def2-TZVPD.

Properties
HOMO level ... -7.3546 eV

```
21
C7H13N (wB97M-V/def2-TZVPD)
C -0.10 -1.32 -0.67
C -1.70 0.63 -2.37
H -1.22 1.01 1.60
N 0.91 -2.09 0.08
H 1.49 -0.22 2.00
H 1.31 1.65 1.99
H 2.06 -0.11 -0.11
H -0.02 1.79 -1.91
H -2.07 -0.38 -2.46
H 0.69 -3.06 -0.12
C -0.51 0.83 -1.73
H -0.51 -1.73 -1.59
C 0.99 0.68 1.60
C -0.44 0.44 2.12
H -0.41 0.64 3.19
C 0.05 0.07 -0.68
H 1.44 1.61 -0.32
H -2.08 1.42 -2.99
H -0.46 -1.86 0.31
C 1.26 0.61 0.07
H -0.70 -0.60 1.96
```

***

iv) A single C7H13N molecule, computed with wB97M-V/def2-TZVPD.

Properties
HOMO level ... -8.2636 eV
SMILES ... C[C@@]12CCN[C@H]1CC2

```
21
C7H13N (wB97M-V/def2-TZVPD)
H 1.78 -0.79 -1.38
H 0.64 2.73 -0.45
H 1.84 1.57 -1.27
C -1.09 0.68 0.91
H -1.41 1.73 1.25
C 0.26 0.44 0.40
H -1.53 -1.56 -1.53
H -2.82 0.62 -0.47
H 2.03 -0.97 1.63
C 0.71 1.59 -0.75
H 2.51 0.25 0.35
C 1.70 -0.28 0.73
H -0.10 1.63 -1.71
N -1.39 -0.74 -0.81
H -0.84 0.03 1.95
C -0.13 -0.89 -0.19
C 1.30 -1.22 -0.42
H 1.78 -2.05 0.24
H -2.84 -0.98 0.65
C -2.22 -0.19 0.12
H -0.18 -1.59 0.76
```

***

Which structure is most stable? ii), by 53.1 kcal/mol over the runner-up.

***

i) A single C7H13N molecule, computed with wB97M-V/def2-TZVPD.

Properties
HOMO level ... -8.0325 eV
SMILES ... C/C=C/CN/C=C/C

```
21
C7H13N (wB97M-V/def2-TZVPD)
C -0.12 1.53 1.01
H 1.31 0.29 1.93
H -0.80 -4.27 -1.96
C -0.61 3.92 0.65
H -1.68 3.85 0.44
C -0.07 -3.45 -2.03
H 1.47 0.26 0.17
C -0.02 -1.57 -0.38
H 0.30 -3.60 0.07
C 0.23 2.65 0.42
C 0.75 0.28 0.99
H -0.26 -0.85 -1.16
H 0.98 2.85 -0.33
C 0.03 -2.87 -0.68
N -0.12 -0.90 0.87
H -0.57 3.98 1.74
H -1.01 1.35 1.61
H 0.90 -3.91 -2.32
H -0.34 -2.85 -2.90
H -0.28 4.88 0.26
H -0.08 -1.59 1.61
```

***

ii) A single C7H13N molecule, computed with wB97M-V/def2-TZVPD.

Properties
HOMO level ... -8.6826 eV
SMILES ... C=C(C)C(=C)CCN

```
21
C7H13N (wB97M-V/def2-TZVPD)
H 1.54 1.21 -1.78
H -0.75 0.33 -1.93
C 1.19 -0.29 2.17
C -0.77 -0.10 -0.92
H 1.35 0.14 3.28
H -0.93 0.99 3.01
C -0.48 1.36 2.07
C 0.38 0.35 -0.10
H -1.26 1.85 1.51
H -1.74 0.18 -0.66
C 0.27 0.39 1.40
N -1.09 -1.92 -2.55
H 0.17 2.26 2.30
C 1.36 1.05 -0.67
H -1.21 -1.08 -3.33
H -0.52 -2.22 -0.52
C -0.33 -1.56 -1.40
H 0.79 -1.66 -1.61
H 2.01 1.71 0.17
H 2.03 -0.85 1.92
H -2.00 -2.13 -2.38
```

***

Which structure is most stable? i), by 46.7 kcal/mol over the runner-up.